1.
# C4H12

2 unconnected molecules or ions with the total composition C4H12 (ωB97M-V with the def2-TZVPD basis set, OMol25).

The geometry in XYZ format:
```
16
Properties=species:S:1:pos:R:3:forces:R:3
C 1.85555 -1.84795 0.38616 -0.77 -1.11 3.79
C 0.41396 -1.99198 0.86174 -1.98 0.02 2.86
H 1.91732 -2.40218 -0.46621 0.77 -0.99 -2.68
H 2.00099 -0.82876 0.33661 0.78 2.18 -0.92
H 2.61030 -2.21747 1.13207 -0.81 0.06 -0.61
H 0.21771 -1.42831 1.91661 0.65 -1.46 -2.22
H 0.03137 -3.08672 1.00585 0.77 1.98 -0.36
H -0.30091 -1.43877 0.20653 0.59 -0.70 0.12
C -1.16646 1.98219 -1.51367 -0.38 0.12 2.62
C -1.06228 1.88639 0.10330 -0.34 -0.80 -0.57
H -1.07625 2.95723 -1.98026 0.24 0.48 0.59
H -0.28711 1.42590 -1.76917 -0.04 -0.72 -1.04
H -2.14992 1.63966 -1.84710 0.49 -0.67 -0.08
H -0.07641 2.19033 0.45177 -0.09 0.65 -0.07
H -1.86709 2.33837 0.70605 0.40 0.31 -0.52
H -1.06078 0.82208 0.46971 -0.27 0.63 -0.91
```
Forces are in eV/Å.

Calculated values
**2S+1**: 1
**Charge**: 0
**Structure (SMILES)**: CC.CC
**Energy relative to the best compared isomer or geometry (same formula, charge and spin)**: 1.058 eV
**Frontier orbital gap**: 12.543 eV

Atom charges from the natural (NBO) analysis, given in e for atoms 1 to 8: C -0.61; C -0.60; H 0.20; H 0.20; H 0.20; H 0.19; H 0.20; H 0.20



2.
# C16H22N2O6

A single C16H22N2O6 molecule (ωB97M-V with the def2-TZVPD basis set, OMol25).

The geometry in XYZ format:
```
46
Properties=species:S:1:pos:R:3:forces:R:3
C -5.07892 -2.65409 1.85681 0.01 0.01 0.00
O -5.56930 -1.34613 1.70103 0.04 0.11 0.14
C -5.93206 -1.00749 0.38217 -0.03 0.05 -0.36
C -4.74996 -0.83281 -0.57622 -0.02 0.14 0.56
C -3.78921 0.24351 -0.08131 -0.11 -0.13 -0.03
N -2.58343 0.24456 -0.89680 0.11 0.02 -0.13
H -2.85221 0.40342 -1.86690 0.05 0.02 0.13
C -1.62745 1.26822 -0.52496 -0.01 -0.21 -0.16
H -1.61482 1.35284 0.56912 0.01 0.00 -0.14
C -2.00243 2.64256 -1.11719 -0.02 -0.44 0.25
O -2.88008 2.75266 -1.93169 0.00 0.15 -0.06
O -1.29509 3.67308 -0.68303 0.19 0.42 0.06
H -0.55638 3.38454 -0.08678 -0.28 -0.16 -0.19
C -0.22341 0.84070 -1.00544 -0.21 0.24 0.21
C 0.88351 1.41407 -0.14392 -0.14 -0.27 -0.35
O 0.73653 2.43803 0.50934 0.07 0.22 0.22
N 2.01800 0.68250 -0.18739 0.00 -0.38 -0.25
C 3.23857 0.90038 0.44083 0.37 0.05 0.15
C 3.45152 1.97696 1.30117 -0.16 0.15 0.05
C 4.67714 2.15949 1.90939 0.07 -0.20 -0.11
C 5.71983 1.27431 1.67596 0.08 0.04 0.06
C 5.52645 0.20475 0.82814 -0.13 0.02 -0.03
C 4.29674 -0.00373 0.19936 0.07 0.24 0.20
C 4.13410 -1.16113 -0.69998 -0.18 -0.17 -0.19
O 3.10724 -1.45210 -1.29088 0.17 -0.06 0.02
O 5.24211 -1.89318 -0.82067 0.09 0.30 0.25
C 5.15404 -3.02469 -1.67452 -0.20 -0.33 -0.31
H 4.38560 -3.71242 -1.31571 0.09 0.04 -0.04
H 4.90079 -2.71497 -2.69048 0.04 -0.05 0.09
H 6.13226 -3.49721 -1.65099 -0.05 0.04 0.01
H 6.32772 -0.49107 0.63766 0.04 -0.02 0.00
H 6.67606 1.42004 2.15376 0.09 0.00 0.03
H 4.81908 2.99989 2.57175 -0.01 0.08 0.05
H 2.64583 2.66702 1.48601 0.00 -0.02 -0.01
H 2.02599 -0.15501 -0.77732 -0.12 0.23 0.15
H -0.18714 -0.24977 -0.99517 0.01 0.06 -0.01
H -0.06485 1.16843 -2.03690 0.07 -0.04 -0.03
H -3.49677 0.01686 0.94878 -0.06 0.05 -0.04
H -4.30187 1.21769 -0.08437 0.02 -0.03 0.04
H -4.20475 -1.77195 -0.68208 0.01 -0.03 -0.08
H -5.14084 -0.55859 -1.55731 -0.03 -0.04 -0.08
H -6.46833 -0.05960 0.47697 -0.04 -0.08 -0.08
H -6.62135 -1.76504 -0.02263 0.01 0.10 0.06
H -4.98292 -2.81827 2.92877 0.03 -0.09 -0.04
H -5.77649 -3.39037 1.43797 0.02 -0.01 0.01
H -4.09904 -2.78691 1.38567 -0.01 -0.03 0.01
```
Forces are in eV/Å.

Calculated values
**2S+1**: 1
**Charge**: 0
**Structure (SMILES)**: COCCCN[C@@H](CC(=O)Nc1ccccc1C(=O)OC)C(=O)O
**Energy relative to the best compared isomer or geometry (same formula, charge and spin)**: 0.000 eV
**Frontier orbital gap**: 8.984 eV

Atom charges from the natural (NBO) analysis, given in e for atoms 1 to 8: C -0.25; O -0.54; C -0.06; C -0.44; C -0.22; N -0.62; H 0.37; C -0.16



3.
# C18H27FeN2O5P2S

A molecular structure, C18H27FeN2O5P2S (ωB97M-V with the def2-TZVPD basis set, OMol25).

The geometry in XYZ format:
```
56
Properties=species:S:1:pos:R:3:forces:R:3
Fe -0.44213 0.25745 -0.23120 -1.33 0.03 -0.38
P -1.36146 0.09216 1.83455 -1.33 -0.31 0.05
C -2.97879 0.67305 1.16475 -0.12 -0.16 0.63
C -2.71721 1.92199 0.37533 0.11 0.17 -0.33
N -1.60478 1.86695 -0.40015 -1.01 1.70 -0.20
C -1.30787 2.88920 -1.23670 -0.40 0.00 0.15
C -2.10896 4.01911 -1.30497 -0.06 -0.03 -0.16
C -3.24485 4.09713 -0.50544 0.19 -0.16 0.20
C -3.53337 3.04108 0.36126 -0.21 -0.02 0.12
C -0.11633 2.72153 -2.14190 0.43 -0.07 -0.19
P 0.31230 0.94697 -2.21574 -0.23 -0.01 -1.20
H -4.39473 3.05601 1.02797 0.13 0.09 -0.30
H -1.83917 4.80239 -2.01213 -0.17 -0.12 0.24
H -3.89700 4.96746 -0.55702 0.15 -0.20 0.05
H -0.35320 3.04661 -3.16405 0.08 0.25 0.32
H 0.76200 3.27750 -1.78162 -0.30 0.02 -0.06
H -3.28126 -0.16639 0.47013 0.12 0.97 0.91
H -3.67675 0.81661 1.99712 -0.25 0.08 -0.44
H -2.02759 -1.93359 -1.49001 -1.44 0.62 0.54
O -2.74297 -1.41695 -0.96438 1.28 -0.64 -0.62
H -3.57890 -1.64112 -1.39349 0.12 0.07 0.03
H -0.04531 -2.57908 -2.05030 -1.28 -0.10 -1.04
O -0.93556 -2.47754 -2.51334 1.30 -0.49 0.36
H -1.03164 -3.24062 -3.10120 -0.06 0.11 0.21
C -0.67990 0.36451 -3.60616 0.43 0.11 -0.52
H -0.42275 0.95956 -4.49254 -0.23 -0.32 -0.02
H -0.47079 -0.70405 -3.74374 -0.17 0.44 -0.18
H -1.74493 0.48452 -3.35918 0.33 -0.02 -0.05
C 2.06965 0.79532 -2.54700 0.27 0.13 -0.51
H 2.33661 -0.27286 -2.52303 -0.04 0.39 -0.11
H 2.28934 1.22913 -3.53328 0.28 -0.19 0.31
H 2.62292 1.32975 -1.75910 -0.14 -0.15 -0.30
C -0.74236 1.22195 3.08351 -0.19 0.25 0.43
H -1.48846 1.35030 3.87560 0.25 0.08 0.03
H 0.18019 0.80029 3.50315 -0.23 0.13 -0.02
H -0.49991 2.19172 2.63626 -0.05 -0.16 0.09
C -1.75952 -1.46080 2.62204 -0.16 -0.12 0.57
H -0.83480 -2.02060 2.79049 -0.27 -0.01 0.12
H -2.26903 -1.25506 3.57140 0.06 -0.33 -0.11
H -2.40969 -2.03503 1.95310 0.16 0.06 0.15
O 2.16264 1.15255 1.28630 0.56 -2.19 0.04
C 2.12416 -0.06750 1.08610 -2.32 1.32 -1.24
N 1.02981 -0.66557 0.44923 3.62 -2.60 0.84
S 1.20848 -2.31678 0.13034 -1.09 2.26 -0.66
O 0.19390 -3.09691 0.78588 0.93 0.28 -0.41
O 1.41373 -2.49551 -1.30882 0.27 -0.14 1.54
C 2.73299 -2.37282 0.94814 0.24 1.70 0.50
C 3.43729 -3.53972 1.22992 0.12 -0.50 -0.08
C 4.60013 -3.41535 1.99578 1.29 0.86 1.03
C 5.01553 -2.15415 2.46372 0.65 -2.67 -0.05
C 4.26561 -1.01122 2.18403 -0.17 1.20 -0.03
C 3.10760 -1.11695 1.40648 -0.30 -1.78 -0.34
H 3.04995 -4.48614 0.85671 0.27 -0.02 0.17
H 5.16185 -4.31410 2.23558 0.05 0.25 0.01
H 5.93105 -2.08920 3.05539 -0.32 0.05 -0.17
H 4.53424 -0.02720 2.55625 0.15 -0.08 0.07
```
Forces are in eV/Å.

Calculated values
**2S+1**: 6
**Charge**: +2
**Energy relative to the best compared isomer or geometry (same formula, charge and spin)**: 0.000 eV
**Frontier orbital gap (spin up / spin down)**: 4.907 / 2.405 eV

Atom charges from the natural (NBO) analysis, given in e for atoms 1 to 8: Fe 1.17; P 0.85; C -0.77; C 0.26; N -0.62; C 0.25; C -0.24; C -0.09



4.
# C31H61N19O28S

14 unconnected molecules or ions with the total composition C31H61N19O28S (ωB97M-V with the def2-TZVPD basis set, OMol25).

The geometry in XYZ format:
```
140
Properties=species:S:1:pos:R:3:forces:R:3
C 0.76957 -3.19620 5.75056 0.17 0.16 0.35
C -0.23358 -2.07538 6.38316 2.08 -1.00 -1.16
N -1.08959 -1.61285 5.24874 -1.47 2.03 1.25
C -2.54172 -1.57698 5.56948 -1.62 -0.71 0.60
C -3.32451 -2.79498 4.80096 1.02 1.48 -1.38
C -2.62210 -2.86159 3.32662 1.00 0.16 -3.21
C -1.90228 -4.16545 2.86243 0.19 3.48 -3.03
C -1.21961 -4.17777 1.48248 -1.35 1.18 1.69
C -1.18591 -2.95728 0.48122 -0.62 -1.15 2.12
N -0.49253 -3.15867 -0.76114 -2.13 5.43 0.70
C -0.52977 -1.95011 -1.51100 -0.45 -0.50 1.44
C -1.21203 -0.62576 -1.08731 -0.83 -1.18 1.11
C -1.13167 0.66528 -2.04883 0.78 -0.32 1.58
C -0.17454 1.72012 -1.25336 -0.78 -0.29 0.41
S 1.59667 1.42288 -1.77640 0.84 -0.31 1.21
C 2.60832 0.85504 -0.34746 0.52 -1.23 2.96
N 2.37603 -0.14941 0.65518 2.75 4.50 -3.55
N 3.49805 -0.08223 1.41501 3.69 2.02 0.35
C 4.47914 0.89712 1.01421 -5.99 -3.15 -0.78
O 3.86218 1.50371 -0.12144 -0.68 -1.28 0.83
N -1.92942 -0.46736 0.12630 2.62 -3.64 -2.15
C -1.90290 -1.66022 0.92165 0.24 -0.92 0.78
C -2.60897 -1.63092 2.30815 -0.03 -2.10 0.93
N -3.29619 -0.36800 2.69023 0.37 -2.10 -0.70
C -0.60295 -0.37054 4.63114 3.04 -0.21 -3.01
C -1.02499 1.11609 5.02581 -0.98 0.05 -0.60
O 0.25029 -0.49413 3.69561 -3.02 0.56 3.68
H 0.26257 -4.23299 5.67736 0.81 1.72 0.11
H 1.69907 -3.25771 6.41465 -1.25 -0.21 -0.82
H 1.13427 -2.87729 4.70032 -0.86 -0.36 1.76
H 0.45409 -1.21845 6.71719 -1.16 -1.14 -0.04
H -0.82060 -2.53992 7.25628 0.72 1.01 -1.44
H -2.74364 -1.70063 6.70418 0.42 0.27 -1.72
H -3.08513 -0.62354 5.25944 1.15 -1.08 0.31
H -3.20684 -3.76641 5.39553 -0.19 1.28 -1.19
H -4.43403 -2.48650 4.67157 1.78 -0.74 0.38
H -1.92015 -5.06131 3.56969 0.18 1.34 -1.33
H -0.70941 -5.15187 1.15279 -0.82 1.77 0.42
H 0.01133 -1.95427 -2.52804 -0.99 -0.04 1.77
H -0.65882 0.39994 -3.06715 -0.98 0.42 1.61
H -2.14997 1.17134 -2.14725 1.30 -0.98 0.00
H -0.25397 1.57082 -0.11324 0.02 0.29 -1.86
H -0.46740 2.79502 -1.53511 0.69 -1.58 0.41
H 5.50062 1.13269 1.50935 -2.10 -0.17 -1.34
H -4.11668 -0.59712 3.26373 0.44 0.07 -0.25
H -3.63972 0.16095 1.87361 0.59 -0.52 0.34
H -1.73601 1.48020 4.18626 1.11 -0.73 1.28
H -0.12689 1.83505 4.98307 -1.27 -1.48 0.26
H -1.62655 1.20344 5.99532 1.10 -0.20 -1.22
C 0.79123 5.98906 -2.27091 0.39 0.04 -0.18
N -0.62725 5.55133 -2.20737 0.12 0.05 -0.20
O -1.12450 5.11138 -3.23251 -0.04 0.22 0.70
O -1.19292 5.66471 -1.12846 0.11 -0.12 -0.59
H 1.16261 5.83155 -3.28216 -0.18 -0.07 0.12
H 0.82048 7.04629 -2.00967 -0.03 -0.27 0.10
H 1.35331 5.38850 -1.55597 -0.12 0.10 0.02
C -3.93868 4.81795 -1.60980 0.15 -0.06 -0.29
N -5.35876 4.38078 -1.54320 -0.06 0.01 0.10
O -5.85773 3.94092 -2.56762 -0.10 0.04 0.44
O -5.92241 4.49361 -0.46736 0.09 -0.15 -0.63
H -3.56965 4.65986 -2.62153 -0.09 -0.04 0.17
H -3.90772 5.87462 -1.34873 -0.01 -0.20 0.16
H -3.37587 4.21799 -0.89651 -0.11 0.19 0.01
C 1.17176 -3.22283 -5.30362 0.24 -0.18 -0.07
N 0.12387 -2.41156 -5.97498 0.05 -0.14 -0.22
O 0.06470 -2.45997 -7.19346 -0.17 0.25 0.56
O -0.60120 -1.75144 -5.24970 0.11 -0.05 -0.38
H 1.74426 -3.75543 -6.06092 -0.13 0.14 0.05
H 1.81055 -2.53628 -4.74947 -0.14 -0.12 0.04
H 0.67076 -3.92330 -4.63629 0.06 0.20 0.05
C -2.59506 9.22432 -2.06292 -0.34 0.07 -0.07
N -1.29035 9.56996 -1.44145 0.12 0.33 0.27
O -1.24002 10.58673 -0.77279 0.16 -0.61 -0.34
O -0.36153 8.80465 -1.64876 -0.37 0.47 0.11
H -3.32400 9.98726 -1.79585 0.20 -0.07 0.02
H -2.44695 9.19279 -3.14189 0.04 -0.13 0.13
H -2.89525 8.25104 -1.67591 0.15 0.04 -0.12
C 3.66054 0.37337 -6.78562 0.09 -0.05 -0.18
N 4.09471 -0.92449 -6.20445 0.15 -0.17 -0.20
O 4.61554 -1.73254 -6.95547 -0.24 0.23 0.59
O 3.89296 -1.08451 -5.01042 0.14 -0.12 -0.40
H 3.89637 0.38177 -7.84755 -0.02 -0.11 0.21
H 2.58672 0.45753 -6.62870 0.19 -0.02 0.12
H 4.19970 1.16303 -6.26494 -0.19 -0.11 0.04
C 3.69695 -3.96198 2.80681 -0.05 0.23 -0.29
N 4.13839 -5.27188 3.35285 0.06 -0.15 -0.19
O 4.64326 -6.06415 2.57415 -0.15 0.21 0.62
O 3.96271 -5.45985 4.54700 0.08 -0.05 -0.51
H 3.91388 -3.93439 1.74042 -0.02 -0.15 0.16
H 2.62529 -3.87574 2.98453 0.14 0.07 0.09
H 4.24892 -3.18379 3.33271 -0.19 -0.07 0.06
C 0.45507 2.98204 -8.04864 -0.33 0.07 -0.05
N 1.75656 3.37294 -7.44508 0.03 0.34 0.15
O 1.78253 4.39530 -6.78186 0.24 -0.60 -0.30
O 2.70914 2.63645 -7.65917 -0.45 0.70 0.05
H -0.29455 3.72264 -7.77648 0.18 -0.11 0.05
H 0.59099 2.94921 -9.12915 0.07 -0.13 0.13
H 0.18996 2.00191 -7.65311 0.05 0.07 -0.12
C -4.73082 1.80764 -5.29686 -0.28 -0.12 -0.18
N -3.29709 2.14241 -5.50509 0.14 0.02 -0.04
O -2.84424 1.99830 -6.63023 0.06 0.17 0.55
O -2.67391 2.53771 -4.53174 -0.19 -0.18 -0.60
H -5.15399 1.47134 -6.24188 0.21 0.08 0.07
H -4.77761 1.01606 -4.54967 0.04 0.28 -0.04
H -5.23276 2.71027 -4.94899 0.12 -0.11 0.15
C -6.92321 -0.22428 -1.40877 -0.31 -0.14 -0.15
N -5.49248 0.11480 -1.62269 0.28 0.07 0.04
O -5.04128 -0.03022 -2.74980 -0.06 0.05 0.64
O -4.87045 0.51426 -0.65571 -0.23 -0.11 -0.59
H -7.34808 -0.56431 -2.35152 0.17 0.06 0.11
H -6.96490 -1.01410 -0.65939 0.04 0.18 0.02
H -7.42593 0.67789 -1.06173 0.13 -0.10 0.08
C 8.82595 0.74132 3.00219 0.25 -0.22 0.10
N 8.28726 2.12277 2.89813 0.23 0.34 0.12
O 9.00150 3.03234 3.27816 -0.59 -0.39 -0.28
O 7.16171 2.24367 2.43672 0.40 0.07 0.16
H 9.82732 0.78627 3.42629 -0.18 0.10 -0.06
H 8.15728 0.17595 3.65054 -0.01 0.05 -0.17
H 8.85099 0.32184 1.99705 -0.13 0.02 0.12
C 4.43789 -2.51971 -1.45863 0.07 0.37 -0.02
N 3.65394 -3.67661 -1.96477 -0.18 -0.17 -0.07
O 3.01596 -3.51308 -2.99239 0.22 -0.31 0.53
O 3.70634 -4.70565 -1.31332 -0.07 0.47 -0.39
H 4.29726 -1.67788 -2.13492 -0.05 -0.19 0.02
H 4.06560 -2.28085 -0.46234 0.07 -0.08 -0.05
H 5.48460 -2.82034 -1.42884 -0.14 -0.05 0.09
C 6.48927 -6.82005 5.70817 -0.29 0.15 0.04
N 7.80208 -6.44613 6.29748 0.18 0.04 0.12
O 7.84350 -5.43403 6.97938 0.19 -0.46 -0.29
O 8.74537 -7.18155 6.05476 -0.34 0.44 0.19
H 5.74784 -6.08198 6.00502 0.22 -0.11 -0.03
H 6.60692 -6.83400 4.62511 -0.01 -0.13 0.12
H 6.22642 -7.80575 6.09021 0.12 0.05 -0.16
C -8.43851 -1.63291 5.15681 -0.29 -0.13 -0.19
N -7.01406 -1.27802 4.92533 0.48 0.14 -0.05
O -6.57267 -1.41226 3.78885 -0.14 0.18 0.86
O -6.38301 -0.87691 5.89388 -0.33 -0.30 -0.85
H -8.87308 -1.97025 4.21758 0.17 0.07 0.10
H -8.46204 -2.42852 5.90065 0.03 0.19 0.01
H -8.94537 -0.73865 5.51743 0.12 -0.12 0.09
```
Forces are in eV/Å.

Calculated values
**2S+1**: 1
**Charge**: 0
**Frontier orbital gap**: 6.797 eV

Atom charges from the Mulliken analysis, given in e for atoms 1 to 8: C -0.68; C -0.63; N 0.93; C -0.84; C -0.55; C 0.40; C -0.71; C -0.63